No. 1
Computed, not measured: a 4-piece molecular cluster, C3H10N3 overall, with the ωB97M-V functional and the def2-TZVPD basis.

XYZ file:
```
16
Properties=species:S:1:pos:R:3:forces:R:3:nbo_charge:R:1
C -0.671 -0.965 2.783 -1.641 0.209 0.264 0.454
C 0.961 -0.541 -2.214 -0.359 -0.014 -1.177 -0.725
C 0.845 0.805 -1.761 -1.954 2.976 -0.422 0.342
N 0.236 -0.437 2.361 2.486 1.220 -1.232 -0.455
N -1.811 -1.525 3.124 -2.123 -1.680 3.362 -0.846
N 1.246 1.379 -0.667 0.116 -5.354 -0.643 -0.607
H -0.472 -4.466 -3.712 2.296 -1.231 -1.416 -0.015
H 1.528 -0.504 -3.137 0.181 0.225 -0.511 0.300
H 1.447 -1.239 -1.633 0.895 -1.357 1.729 0.259
H -0.012 -0.891 -2.541 -0.301 -0.097 0.051 0.291
H 0.192 -4.820 -4.120 -2.296 1.239 1.421 0.016
H 0.184 1.433 -2.463 1.549 -0.448 0.984 0.232
H -1.621 -2.282 3.847 -0.417 0.921 -1.426 0.419
H -2.585 -0.941 3.579 1.783 -0.553 -1.263 0.432
H 1.491 0.688 0.093 0.226 1.489 -0.445 0.466
H 1.109 2.318 -0.512 -0.441 2.455 0.724 0.436
```
Positions in Å, forces in eV/Å.

Results
* calculated total energy: -284.23899 Ha
* total charge: +1
* HOMO energy: -13.5228 eV
* energy relative to the best compared isomer or geometry (same formula, charge and spin): 359.6 kJ/mol
* 2S+1: 1
* E_LUMO: -4.75 eV
* HOMO-LUMO gap: 8.8 eV

No. 2
Computed, not measured: C32H56Ag2FNO12 as an isolated structure, with the ωB97M-V functional and the def2-TZVPD basis.

XYZ file:
```
104
Properties=species:S:1:pos:R:3:forces:R:3:mulliken_spin:R:1
Ag 3.184 2.011 1.453 -0.659 0.527 0.476 0.001
Ag -0.477 2.980 2.694 0.717 0.167 0.159 0.022
F 1.734 3.188 3.053 -0.088 -0.595 -0.811 0.011
C -0.217 0.743 -0.682 -0.926 0.415 -2.200 0.071
C 0.109 0.187 0.657 1.191 0.355 0.084 -0.056
C 1.203 -0.841 0.367 0.754 -0.383 0.853 0.079
O 0.673 1.253 1.429 -0.776 -1.648 -0.641 0.904
H -0.548 -0.075 -1.322 0.026 -0.448 0.140 0.004
H 0.645 1.134 -1.223 0.073 0.311 0.362 -0.005
H -1.063 1.425 -0.773 0.246 0.465 0.597 -0.005
H -0.794 -0.276 1.054 0.003 0.196 0.706 -0.004
H 0.876 -1.675 -0.254 -0.285 0.297 -0.212 0.004
H 1.612 -1.314 1.259 -0.118 0.125 0.331 -0.014
H 2.053 -0.339 -0.095 -0.057 -0.031 -0.249 -0.012
C -0.863 -6.652 4.358 0.401 0.786 1.458 0.018
C -0.278 -5.213 3.936 -1.088 -1.639 -0.656 -0.018
C -1.373 -4.429 3.138 1.042 1.629 -0.212 0.028
C -0.930 -2.962 2.897 1.411 -0.242 0.015 -0.015
C -0.505 -2.299 4.232 -1.055 -1.067 -0.954 0.028
C 0.572 -3.022 5.091 -0.974 2.075 -0.658 -0.007
N 0.292 -4.436 5.062 1.503 -1.886 1.775 0.717
O 1.053 -5.171 6.052 -2.062 1.965 -1.643 0.033
C 1.955 -2.765 4.420 0.731 -0.860 0.731 0.112
C 0.565 -2.311 6.492 0.955 -0.649 -0.061 0.031
C 0.810 -5.524 2.916 2.147 -0.517 -0.605 0.079
H -1.212 -6.656 5.391 -0.967 0.688 -0.118 -0.001
H -0.186 -7.488 4.534 0.910 0.327 -0.989 -0.001
H -1.627 -6.984 3.655 0.029 0.346 0.112 0.001
H -1.327 -4.868 2.142 -0.720 -0.443 0.247 -0.002
H -2.376 -4.379 3.562 0.128 -0.680 0.186 -0.002
H -1.665 -2.376 2.344 -0.596 -0.027 0.630 0.001
H -0.128 -2.909 2.160 0.517 -0.390 0.085 0.003
H -1.464 -2.392 4.743 0.143 0.984 0.784 -0.010
H -0.140 -1.292 4.035 -0.388 0.102 0.458 0.000
H 2.567 -3.666 4.432 -0.021 -0.133 -0.187 -0.001
H 1.908 -2.409 3.391 -0.192 0.109 0.228 -0.003
H 2.508 -2.113 5.097 -0.084 0.403 -0.437 -0.002
H -0.324 -2.426 7.112 -0.025 -0.163 -0.328 -0.003
H 1.455 -2.576 7.063 -0.175 -0.633 0.171 0.000
H 0.784 -1.254 6.339 -0.577 0.080 -0.469 0.001
H 1.232 -4.750 2.276 -0.811 0.593 0.049 -0.006
H 0.529 -6.354 2.268 -0.525 0.179 0.059 0.003
H 1.749 -5.899 3.324 -0.042 -0.278 0.764 0.000
H 1.726 -5.630 5.545 0.374 -0.695 -0.385 0.019
O 4.449 0.966 -0.176 -0.345 -0.036 -0.502 0.000
C 5.265 0.657 -1.028 1.251 -0.414 0.772 0.000
O 5.828 -0.567 -0.988 -2.202 -0.199 2.135 0.000
C 6.923 -0.716 -1.807 0.874 -0.574 -2.794 0.000
C 7.298 0.667 -2.170 1.505 1.972 -0.185 0.000
C 5.981 1.484 -2.060 0.011 -0.451 0.052 0.000
H 6.638 -1.224 -2.728 -0.384 -0.365 0.027 0.000
H 7.767 -1.294 -1.431 -0.441 0.070 0.819 0.000
H 7.871 0.741 -3.094 -0.649 -0.022 -0.376 0.000
H 8.069 0.984 -1.467 -0.362 0.534 0.482 0.000
H 5.395 1.473 -2.979 0.002 -0.197 -0.242 0.000
H 5.993 2.526 -1.740 0.475 -0.121 0.050 0.000
O -5.185 -1.904 -1.939 2.203 1.354 -0.827 0.000
C -4.494 -1.157 -2.626 -2.709 -1.254 0.402 0.000
O -3.131 -1.149 -2.652 -1.142 -0.685 0.794 0.000
C -2.651 -0.301 -3.671 -0.989 1.579 -0.853 0.000
C -3.836 0.678 -4.017 -1.103 -0.838 -0.471 0.000
C -5.096 -0.145 -3.623 1.325 -0.043 1.145 0.000
H -2.450 -0.865 -4.582 0.486 -0.176 0.259 0.000
H -1.782 0.195 -3.239 0.086 0.017 -0.533 0.000
H -4.036 0.818 -5.080 1.081 0.449 -0.098 0.000
H -3.818 1.645 -3.513 0.210 -0.123 0.070 0.000
H -5.584 -0.675 -4.440 0.384 -0.155 -0.101 0.000
H -5.901 0.426 -3.161 0.222 -0.016 0.242 0.000
O -2.508 2.285 1.927 -0.869 -0.973 -0.997 0.001
C -3.292 1.358 1.723 1.884 0.989 0.729 0.000
O -3.681 0.637 2.803 1.818 2.078 -1.034 0.000
C -4.645 -0.247 2.436 -2.393 -2.393 -0.987 0.000
C -4.618 -0.346 0.874 0.101 -2.625 0.046 0.000
C -3.921 0.858 0.377 -0.667 2.209 2.078 0.000
H -5.605 0.062 2.850 -0.199 0.398 -0.370 0.000
H -4.488 -1.198 2.945 0.360 -0.181 -0.277 0.000
H -5.552 -0.676 0.419 -0.279 0.804 0.144 0.000
H -3.986 -1.150 0.498 0.207 -0.628 0.744 0.000
H -4.668 1.632 0.204 0.100 0.412 -0.482 0.000
H -3.247 0.785 -0.477 0.057 -0.073 0.381 0.000
O 0.175 5.412 -1.794 -2.918 -0.118 -1.407 0.000
C -0.875 5.369 -2.448 1.509 -0.633 0.640 0.000
O -0.972 5.948 -3.671 -0.160 -0.032 -0.038 0.000
C -2.250 5.726 -4.329 -0.527 -0.407 1.594 0.000
C -3.140 5.084 -3.251 -0.581 0.133 1.227 0.000
C -2.227 4.631 -2.109 1.730 0.632 -0.927 0.000
H -2.161 5.024 -5.159 0.437 0.457 -0.167 0.000
H -2.737 6.669 -4.577 0.709 0.015 -0.523 0.000
H -3.772 4.298 -3.664 0.104 -0.028 0.091 0.000
H -3.795 5.804 -2.761 -0.230 0.255 -0.613 0.000
H -2.067 3.553 -2.156 0.291 -0.004 0.367 0.000
H -2.455 4.974 -1.100 -0.464 -0.314 -0.123 0.000
O 4.402 2.395 -5.821 -2.276 2.479 1.740 0.000
C 3.580 2.949 -5.050 3.544 -2.964 -5.289 0.000
O 3.232 2.200 -4.014 0.791 -0.161 0.844 0.000
C 2.629 3.043 -3.107 -2.871 0.542 1.054 -0.001
C 1.928 4.086 -3.963 -0.413 1.703 -0.843 0.000
C 2.853 4.295 -5.179 1.475 -2.293 2.015 0.000
H 3.237 3.541 -2.351 0.733 -0.275 -0.186 0.000
H 1.898 2.421 -2.590 -0.065 0.206 0.365 -0.002
H 1.810 5.029 -3.429 -0.446 -0.268 -0.013 0.000
H 0.990 3.759 -4.412 -0.294 -0.193 0.669 0.000
H 3.678 4.938 -4.873 -0.243 0.851 -0.708 0.000
H 2.443 4.392 -6.184 0.161 0.371 0.347 0.000
```
Positions in Å, forces in eV/Å.

Results
* calculated total energy: -2603.59153 Ha
* total charge: +2
* HOMO energy (spin up / spin down): -13.1877 / -13.1877 eV
* energy relative to the best compared isomer or geometry (same formula, charge and spin): 247.3 kJ/mol
* 2S+1: 3
* E_LUMO (spin up / spin down): -4.57 / -8.31 eV
* HOMO-LUMO gap (spin up / spin down): 8.6 / 4.9 eV

No. 3
Computed, not measured: C4H3Li2O2Yb as an isolated structure, with the ωB97M-V functional and the def2-TZVPD basis.

XYZ file:
```
12
Properties=species:S:1:pos:R:3:forces:R:3:nbo_charge:R:1
C 0.011 0.599 -1.477 3.079 -2.598 -3.468 0.056
O 1.209 0.644 -1.930 -0.441 0.865 1.344 -0.777
Li -2.234 -1.123 1.547 1.178 -0.017 -0.479 0.975
Li 2.117 1.262 -0.244 -0.231 -0.041 -0.025 0.921
H -1.485 0.788 -0.850 0.574 -0.080 3.891 0.223
C -0.407 1.036 -0.162 -3.381 2.134 -1.664 -0.723
C 0.519 0.451 0.884 -0.389 -1.006 0.083 -0.512
C 0.401 -0.864 1.174 0.239 0.409 0.393 -0.079
O -0.484 -1.758 0.579 -1.970 -0.160 1.792 -1.110
Yb -0.049 -1.827 -1.427 0.622 0.230 -1.627 1.602
H -0.564 2.120 -0.090 0.598 0.153 0.225 0.236
H 0.965 -1.328 1.995 0.122 0.111 -0.466 0.189
```
Positions in Å, forces in eV/Å.

Results
* calculated total energy: -1478.08311 Ha
* total charge: +1
* HOMO energy: -10.0150 eV
* energy relative to the best compared isomer or geometry (same formula, charge and spin): 217.8 kJ/mol
* 2S+1: 1
* E_LUMO: -4.15 eV
* HOMO-LUMO gap: 5.9 eV

No. 4
Computed, not measured: a 2-piece molecular cluster, C2H9N2OS overall, with the ωB97M-V functional and the def2-TZVPD basis.

XYZ file:
```
15
Properties=species:S:1:pos:R:3:forces:R:3:nbo_charge:R:1
C 2.034 -0.067 -0.861 0.639 -0.317 -0.212 -0.270
C -1.468 -0.152 0.265 -1.001 0.359 -0.262 -0.112
N -0.225 -0.764 0.717 1.025 -0.377 0.815 -0.408
N -1.261 0.739 -0.865 -0.048 -0.048 -0.085 -0.841
O 1.123 0.508 -0.010 -0.971 0.924 0.279 -0.548
S 0.257 -2.174 0.245 -0.052 -0.389 0.086 0.634
H 1.987 0.337 -1.873 -0.094 -0.067 0.002 0.218
H 1.839 -1.170 -0.928 0.097 0.095 -0.111 0.163
H 3.031 0.050 -0.433 -0.081 -0.031 -0.097 0.228
H -2.194 -0.946 0.048 0.124 0.115 0.080 0.219
H -1.813 0.427 1.127 -0.029 -0.086 -0.261 0.236
H -1.497 0.312 -1.755 0.025 0.039 0.068 0.403
H -1.790 1.597 -0.773 -0.036 0.020 0.037 0.417
H 0.306 0.891 -0.498 0.563 -0.081 -0.119 0.514
H 1.159 -2.354 1.250 -0.159 -0.157 -0.220 0.149
```
Positions in Å, forces in eV/Å.

Results
* calculated total energy: -664.16170 Ha
* total charge: +1
* HOMO energy: -14.8268 eV
* energy relative to the best compared isomer or geometry (same formula, charge and spin): 256.8 kJ/mol
* 2S+1: 1
* E_LUMO: -5.91 eV
* HOMO-LUMO gap: 8.9 eV

No. 5
Computed, not measured: a 4-piece molecular cluster, C31H72N11O5P3 overall, with the ωB97M-V functional and the def2-TZVPD basis.

XYZ file:
```
122
Properties=species:S:1:pos:R:3:forces:R:3:mulliken_charge:R:1
N 2.777 3.660 0.587 -0.006 0.133 -0.051 -0.647
C 2.334 2.854 -0.275 -0.085 -0.021 -0.953 -0.190
C 2.025 3.338 -1.717 -1.035 -0.856 1.024 -0.885
C 0.696 4.098 -1.687 0.711 -0.420 0.398 0.542
C 0.421 5.109 -2.484 -0.624 0.863 0.171 -0.615
C -0.918 5.813 -2.358 0.701 -0.220 0.783 0.191
O -1.373 6.382 -3.303 -0.623 0.846 -1.092 -0.565
C -1.644 5.795 -1.022 0.205 0.502 0.032 0.150
C -2.645 6.872 -0.644 -0.586 -0.329 -0.932 -0.809
C -3.808 6.402 0.270 -0.367 0.327 -0.263 -0.816
C -5.067 5.934 -0.521 0.451 -0.454 0.705 -0.918
C -4.776 4.822 -1.568 -0.320 0.001 0.097 -0.295
C -5.836 3.687 -1.558 0.876 0.491 -0.428 -0.383
N -5.850 3.028 -0.241 -0.102 0.120 -0.015 -0.679
C -1.357 4.764 -0.250 1.081 -0.608 0.107 -0.021
C -0.388 3.701 -0.721 -0.706 1.402 0.099 0.308
O -0.563 2.586 -0.328 0.407 -1.571 0.305 -0.631
H 2.858 4.565 0.105 0.215 0.103 0.468 0.251
H 2.129 1.810 -0.017 0.100 0.276 -0.017 0.520
H 2.861 3.977 -2.023 -0.363 -0.120 -0.284 0.447
H 1.870 2.484 -2.391 0.448 0.177 0.095 0.299
H 1.141 5.479 -3.215 -0.425 -0.034 -0.024 0.448
H -3.110 7.200 -1.592 0.251 0.029 0.282 0.332
H -2.151 7.774 -0.250 0.116 -0.443 0.021 0.587
H -4.075 7.257 0.912 -0.063 -0.334 -0.143 0.278
H -3.551 5.580 0.952 0.272 0.293 -0.171 0.444
H -5.737 5.496 0.238 -0.016 0.321 -0.289 0.449
H -5.579 6.797 -0.971 0.156 -0.288 0.010 0.322
H -3.815 4.316 -1.375 -0.188 0.350 0.010 0.029
H -4.704 5.297 -2.558 -0.015 -0.396 0.128 0.466
H -6.811 4.132 -1.809 0.076 -0.367 0.166 0.331
H -5.538 2.969 -2.341 -0.382 0.257 0.100 0.148
H -5.909 2.021 -0.345 -0.077 0.166 0.030 0.300
H -4.984 3.225 0.253 -0.098 -0.122 -0.081 0.268
H -1.781 4.601 0.738 -0.030 -0.155 -0.305 0.425
O 2.891 -1.733 -1.687 -3.156 1.975 -0.825 -0.901
P 1.796 -2.608 -1.095 4.917 -4.460 2.506 1.025
N 2.282 -2.495 0.551 -0.033 0.457 0.019 0.137
C 1.992 -3.463 1.592 -0.506 -0.285 -0.037 -0.754
C 2.147 -1.148 1.099 0.256 0.465 -0.104 -0.956
N 2.390 -4.089 -1.796 -0.126 -0.846 -0.132 0.189
C 3.490 -4.793 -1.157 0.029 0.136 0.438 -1.037
C 2.655 -3.976 -3.228 -0.248 0.211 0.000 -1.190
N 0.269 -3.410 -0.654 -1.244 2.074 -1.790 0.111
C -0.147 -4.694 -1.214 0.123 -0.311 -0.261 -0.939
C -0.847 -2.448 -0.801 -0.020 0.208 0.572 -1.435
H 0.978 -3.352 2.000 -0.003 -0.010 0.017 0.306
H 2.698 -3.332 2.416 0.041 0.195 -0.099 0.150
H 2.099 -4.491 1.254 -0.078 0.066 -0.169 0.248
H 1.097 -0.918 1.331 0.027 0.040 0.182 0.335
H 2.505 -0.401 0.390 0.015 -0.152 -0.093 0.269
H 2.738 -1.026 2.010 -0.033 -0.179 0.018 0.221
H 4.321 -4.125 -0.899 0.056 -0.047 0.030 0.287
H 3.878 -5.579 -1.810 -0.119 0.131 -0.186 0.400
H 3.158 -5.309 -0.255 0.047 0.119 0.080 0.222
H 3.615 -3.491 -3.435 -0.047 0.071 -0.052 0.331
H 1.871 -3.392 -3.721 0.068 0.025 0.003 0.374
H 2.655 -4.967 -3.691 0.001 -0.045 0.124 0.369
H -0.218 -4.679 -2.305 -0.023 -0.133 -0.010 0.281
H -1.131 -4.962 -0.814 -0.044 0.376 0.063 0.376
H 0.524 -5.493 -0.909 0.167 0.156 -0.144 0.283
H -1.059 -2.230 -1.852 -0.165 -0.040 0.014 0.461
H -0.598 -1.503 -0.307 0.077 -0.009 -0.059 0.364
H -1.756 -2.820 -0.325 0.044 -0.097 -0.038 0.484
O 4.307 -0.870 4.331 0.350 -3.818 -0.203 -0.850
P 5.540 -1.091 5.192 0.230 7.007 1.471 0.955
N 4.870 -0.544 6.683 -0.364 -0.388 0.193 0.104
C 5.632 -0.023 7.802 0.536 -0.256 0.083 -0.876
C 3.787 -1.380 7.197 -0.361 -0.054 -0.399 -1.084
N 6.465 0.193 4.467 0.727 0.404 -0.047 0.164
C 6.240 1.567 4.889 -0.218 -0.002 0.411 -1.084
C 6.475 0.133 3.005 -0.028 -0.340 0.026 -1.273
N 7.004 -1.702 6.000 -0.578 -2.543 -1.524 0.021
C 8.354 -1.291 5.615 0.231 0.319 -0.271 -0.936
C 6.972 -3.182 6.044 -0.249 -0.066 0.495 -1.089
H 6.072 -0.817 8.419 0.008 0.012 0.020 0.302
H 4.976 0.573 8.443 -0.139 -0.067 -0.119 0.343
H 6.439 0.637 7.492 0.016 -0.126 -0.132 0.225
H 4.174 -2.301 7.658 -0.052 0.044 0.173 0.334
H 3.102 -1.667 6.398 0.114 0.062 -0.075 0.250
H 3.198 -0.842 7.942 0.136 0.062 0.027 0.369
H 5.176 1.828 4.921 0.002 0.083 0.010 0.304
H 6.739 2.265 4.214 -0.004 -0.201 -0.168 0.422
H 6.680 1.756 5.870 -0.125 -0.018 0.049 0.231
H 5.559 0.542 2.567 -0.013 -0.078 -0.043 0.404
H 6.577 -0.901 2.662 -0.059 0.037 -0.015 0.376
H 7.331 0.687 2.612 0.011 0.045 0.126 0.373
H 8.580 -1.503 4.567 0.114 0.065 0.008 0.293
H 9.085 -1.823 6.233 -0.282 -0.262 0.051 0.394
H 8.514 -0.234 5.810 -0.196 0.008 -0.185 0.265
H 7.127 -3.618 5.052 0.124 -0.107 0.055 0.344
H 6.003 -3.530 6.417 -0.022 0.066 -0.058 0.331
H 7.733 -3.571 6.723 0.023 0.086 -0.023 0.359
O -5.755 0.667 -3.680 2.162 0.814 -2.974 -0.832
P -5.236 -0.709 -4.068 -3.954 -2.984 5.105 1.049
N -6.767 -1.409 -4.445 -0.243 0.220 -0.452 0.087
C -7.074 -2.826 -4.406 0.430 -0.350 -0.159 -0.831
C -7.428 -0.814 -5.606 -0.033 0.548 0.096 -1.101
N -4.744 -1.153 -2.462 0.615 -0.396 0.814 0.459
C -5.724 -1.649 -1.507 -0.392 -0.217 -0.299 -1.310
C -3.939 -0.123 -1.793 -0.034 0.058 -0.399 -1.294
N -4.396 -2.149 -4.715 1.774 1.982 -1.521 0.080
C -3.444 -2.938 -3.932 0.136 -0.035 0.390 -1.136
C -3.768 -1.820 -6.015 -0.400 -0.178 -0.324 -1.065
H -6.736 -3.356 -5.307 -0.016 -0.024 0.005 0.301
H -8.156 -2.962 -4.326 -0.003 0.196 -0.023 0.348
H -6.638 -3.329 -3.546 0.137 0.112 -0.027 0.198
H -6.985 -1.168 -6.547 -0.147 -0.096 -0.052 0.327
H -7.349 0.274 -5.586 0.092 -0.042 0.107 0.281
H -8.494 -1.054 -5.614 0.053 -0.126 0.063 0.369
H -6.625 -1.025 -1.470 -0.053 -0.029 0.055 0.321
H -5.299 -1.689 -0.502 0.172 0.157 -0.099 0.405
H -6.014 -2.676 -1.735 -0.134 0.047 -0.071 0.315
H -4.582 0.660 -1.375 0.184 0.123 -0.049 0.075
H -3.232 0.347 -2.483 -0.104 0.034 -0.009 0.453
H -3.346 -0.557 -0.984 -0.114 -0.156 -0.022 0.363
H -2.595 -2.352 -3.572 0.024 -0.079 0.056 0.373
H -3.051 -3.756 -4.546 -0.109 0.239 -0.347 0.425
H -3.931 -3.421 -3.089 -0.036 0.278 0.082 0.268
H -2.903 -1.162 -5.890 0.102 -0.102 -0.100 0.344
H -4.486 -1.311 -6.666 -0.017 0.043 0.084 0.334
H -3.451 -2.725 -6.537 -0.006 -0.021 0.088 0.332
```
Positions in Å, forces in eV/Å.

Results
* calculated total energy: -3226.68943 Ha
* HOMO energy: -8.0450 eV
* energy relative to the best compared isomer or geometry (same formula, charge and spin): 0.0 kJ/mol
* 2S+1: 1
* E_LUMO: -0.65 eV
* HOMO-LUMO gap: 7.4 eV